No. 1
The following is a quantum chemistry calculation of 8 unconnected molecules or ions with the total composition C33H87B2F8N5O11 at a distorted geometry, from the OMol25 dataset.

```
! wB97M-V def2-TZVPD RIJCOSX def2/J DEFGRID3
* xyz 1 2
C -0.04664 -0.93375 0.58185
C -1.25859 -0.98640 -0.41443
C -2.71319 -0.62030 0.13666
O -1.04582 -0.24748 -1.64478
H 0.27117 0.09530 0.74961
H 0.85019 -1.49203 0.31330
H -0.40709 -1.32475 1.53332
H -1.33634 -2.02506 -0.73573
H -2.77432 0.46656 0.19237
H -2.84235 -0.96610 1.16225
H -3.38212 -1.13825 -0.55062
C -2.33187 0.58497 3.86062
O -1.84891 1.93709 4.00324
C -1.48726 2.66083 2.77784
C -0.23859 3.41306 2.96657
N 0.61557 2.43800 3.78641
H -0.04969 2.07060 4.45164
H 0.92136 1.68034 3.19266
C 1.76140 3.02359 4.56407
C 1.35015 3.25801 6.02984
O 0.35330 4.29076 5.95601
C -0.06257 4.57008 7.30083
H -2.57078 0.18104 4.84442
H -1.66290 -0.13278 3.38584
H -3.30365 0.45795 3.38354
H -2.27241 3.38585 2.56338
H -1.44800 2.06106 1.86853
H -0.37575 4.30462 3.57846
H 0.22580 3.62883 2.00434
H 2.09245 3.91550 4.03209
H 2.47923 2.22033 4.39791
H 2.18858 3.55097 6.66175
H 0.90431 2.40038 6.53361
H -0.69381 3.74232 7.62403
H -0.73062 5.43114 7.32091
H 0.71357 4.80199 8.03015
C -2.90640 -4.79622 -0.25668
O -2.60460 -4.69811 1.16028
C -3.68004 -4.23879 1.95421
C -3.26021 -4.09935 3.46147
N -1.95046 -4.90596 3.70539
H -2.07100 -5.53003 4.49032
H -1.76567 -5.41313 2.85173
C -0.74377 -3.97084 3.79939
C 0.50803 -4.80836 3.55322
O 0.45042 -5.22436 2.15798
C 1.58438 -5.95958 1.65195
H -3.67789 -5.55472 -0.38929
H -2.01915 -5.20677 -0.73868
H -3.27704 -3.87052 -0.69693
H -4.43444 -5.02503 1.92582
H -4.17871 -3.34143 1.58793
H -4.07095 -4.44496 4.10284
H -2.90807 -3.10347 3.73039
H -0.64229 -3.46587 4.76002
H -0.81710 -3.19295 3.03938
H 0.69074 -5.66208 4.20581
H 1.38203 -4.18549 3.74366
H 1.93369 -6.66222 2.40851
H 2.41438 -5.28132 1.45406
H 1.25549 -6.44320 0.73214
C 6.18439 1.14965 -3.12437
O 4.98749 1.48605 -2.49350
C 3.96320 0.61654 -2.97149
C 2.64435 0.83408 -2.27146
N 2.46525 2.19221 -1.66393
H 3.01866 2.23218 -0.81999
H 2.85154 2.83844 -2.33718
C 1.03132 2.61487 -1.32253
C 0.99190 4.11046 -1.04587
O 1.90765 4.44241 -0.04779
C 1.98635 5.81677 0.27671
H 6.49354 0.10519 -3.16457
H 6.97222 1.76271 -2.68668
H 6.25070 1.56473 -4.13006
H 4.32451 -0.37337 -2.69286
H 3.75850 0.55615 -4.04040
H 2.48400 0.04253 -1.53946
H 1.85219 0.62260 -2.98970
H 0.88089 2.04086 -0.40822
H 0.22831 2.18617 -1.92212
H 0.03871 4.38020 -0.59114
H 0.97187 4.65906 -1.98754
H 1.25934 6.23907 0.97041
H 1.82439 6.41126 -0.62242
H 3.02002 6.04360 0.53782
C 3.45722 -3.42932 -0.79351
O 2.41151 -3.15471 -1.73910
C 1.27677 -3.97986 -1.59155
C 0.46799 -3.76545 -2.91589
N 0.50217 -2.28278 -3.34982
H 0.04064 -1.81915 -2.58032
H 1.44333 -1.91744 -3.37892
C -0.22343 -1.94514 -4.70491
C 0.73252 -2.01833 -5.87299
O 2.01297 -1.40951 -5.63708
C 2.87182 -1.09166 -6.69640
H 3.11248 -3.51199 0.23723
H 4.10278 -2.55238 -0.84175
H 4.01917 -4.24137 -1.25490
H 0.71589 -3.72350 -0.69278
H 1.59854 -5.02101 -1.56776
H -0.55059 -4.09100 -2.70463
H 0.93895 -4.39413 -3.67157
H -0.48801 -0.93952 -4.37806
H -1.25312 -2.27466 -4.84374
H 0.27859 -1.56118 -6.75223
H 0.94096 -3.05645 -6.13175
H 3.86470 -0.73318 -6.42477
H 2.41167 -0.51891 -7.50158
H 2.96197 -1.98591 -7.31308
C -2.25311 6.08928 -2.01645
O -2.14943 4.70933 -2.05561
C -3.32044 4.00667 -1.69173
C -3.04241 2.52777 -1.64444
N -2.35884 2.02392 -2.94240
H -1.59878 2.57757 -3.31103
H -1.87787 1.18964 -2.63789
C -3.32419 1.70883 -4.05541
C -2.94426 0.44870 -4.82835
O -3.01040 -0.71283 -3.97384
C -4.22787 -1.22490 -3.50557
H -3.13734 6.57432 -2.42993
H -1.38542 6.61779 -2.41128
H -2.30846 6.27381 -0.94360
H -4.03816 4.22384 -2.48281
H -3.85869 4.19307 -0.76240
H -3.95864 1.98065 -1.42247
H -2.26982 2.35666 -0.89482
H -3.39411 2.52365 -4.77603
H -4.36448 1.63223 -3.73917
H -1.90863 0.51743 -5.16129
H -3.59577 0.33991 -5.69542
H -4.90762 -1.57093 -4.28422
H -4.73216 -0.60250 -2.76638
H -4.08237 -2.02432 -2.77903
B 0.93513 -0.89932 5.37016
F 1.94794 -0.12711 5.91257
F 1.03890 -0.73285 3.99469
F 1.20718 -2.19385 5.69648
F -0.25989 -0.44075 5.90960
B 3.67141 1.41551 1.49729
F 3.58719 0.22832 0.82612
F 2.34123 1.89097 1.60972
F 4.05767 1.36324 2.88004
F 4.42812 2.34057 0.86790
*
```

As for the total energy: -3259.3336 a.u. The lowest unoccupied orbital energy (spin up / spin down) comes out at -2.12 / -2.12 eV. As for the expectation value of S²: 0.750.

***

No. 2
The following is a quantum chemistry calculation of a molecular structure, C33H88O35S11V at a distorted geometry, from the OMol25 dataset.

```
! wB97M-V def2-TZVPD RIJCOSX def2/J DEFGRID3
* xyz 1 1
O 1.00653 0.51294 0.59221
V 0.33935 0.59285 -0.90070
O -0.82676 -0.51456 -0.96181
O 4.20346 -2.43123 6.34996
S 3.12393 -2.13777 5.43570
O 2.71986 -0.75800 5.05607
O 3.22517 -3.04993 4.10368
C 2.32904 -2.72030 3.05436
C 3.11920 -2.42564 1.77036
C 1.57606 -2.98535 6.07338
H 1.68921 -1.85035 3.20239
H 1.75606 -3.63867 2.92633
H 3.82762 -3.20577 1.49171
H 3.63841 -1.46736 1.78537
H 2.38446 -2.39843 0.96568
H 1.30144 -2.31443 6.88734
H 1.82611 -4.00432 6.36882
H 0.78529 -2.83763 5.33788
O -3.74602 1.77831 -7.59183
S -4.62291 2.29723 -6.48029
O -6.03513 2.47096 -6.82641
O -4.58768 1.31488 -5.21555
C -5.21792 0.04533 -5.30070
C -5.40131 -0.55189 -3.85676
C -3.78583 3.71299 -5.63322
H -4.62268 -0.63469 -5.91010
H -6.24170 0.15767 -5.65759
H -6.27315 -0.07659 -3.40722
H -4.50720 -0.27545 -3.29795
H -5.63242 -1.61703 -3.86908
H -4.00610 4.64736 -6.14951
H -2.70346 3.60141 -5.56898
H -4.20987 3.73325 -4.62930
O -4.70698 -5.42080 4.47507
S -4.49949 -4.84259 3.16295
O -5.63531 -4.27462 2.42108
O -3.33020 -3.73736 3.30023
C -2.96164 -2.96782 2.17425
C -1.40607 -2.88949 2.12875
C -3.56463 -6.11124 2.21216
H -3.32426 -1.94040 2.14291
H -3.37514 -3.38182 1.25461
H -1.04716 -2.70294 3.14092
H -0.96103 -2.20989 1.40199
H -0.96193 -3.87263 1.97295
H -3.48570 -5.82742 1.16272
H -4.07287 -7.07353 2.27377
H -2.59700 -6.16280 2.71129
O -2.18398 -3.39230 -2.74445
S -3.34977 -4.05066 -2.18364
O -3.29263 -5.10463 -1.16151
O -4.39605 -2.86242 -1.74034
C -5.38759 -3.09363 -0.82983
C -5.87530 -1.75726 -0.24097
C -4.29121 -4.74830 -3.62707
H -5.07602 -3.62572 0.06901
H -6.23749 -3.60108 -1.28618
H -6.73780 -1.84276 0.41998
H -6.16984 -1.16998 -1.11072
H -5.10577 -1.21040 0.30388
H -3.67169 -5.53087 -4.06514
H -4.33531 -3.97229 -4.39124
H -5.23335 -5.23577 -3.37640
O -0.63373 2.40629 -5.12232
S 0.04255 1.20684 -4.60064
O -0.08580 1.02133 -3.15235
O -0.56269 -0.15227 -5.38042
C -1.82434 -0.63976 -5.00604
C -2.06865 -1.97038 -5.74829
C 1.79877 1.17357 -5.23334
H -2.58880 0.08615 -5.28307
H -1.81133 -0.70992 -3.91837
H -3.10319 -2.27846 -5.59694
H -1.52160 -2.83135 -5.36416
H -1.90225 -1.89047 -6.82254
H 1.82879 1.31061 -6.31428
H 2.17954 0.26510 -4.76667
H 2.24188 2.03577 -4.73496
O -1.92598 1.19191 0.84875
S -2.97342 1.29973 1.85653
O -4.37405 0.92693 1.59868
O -2.49122 0.48081 3.21883
C -1.09329 0.48912 3.53735
C -0.91084 0.02103 4.95813
C -2.97158 3.09739 2.50777
H -0.70776 1.50093 3.41204
H -0.59109 -0.24684 2.90944
H 0.13762 0.13862 5.23199
H -1.20967 -1.01142 5.13937
H -1.63377 0.58020 5.55212
H -3.44347 2.97831 3.48309
H -3.53959 3.71520 1.81223
H -1.94279 3.41482 2.67784
O 2.07778 1.76925 -1.65413
S 3.39447 2.38797 -1.73259
O 4.22902 2.11815 -2.85128
O 3.22289 4.03985 -1.67024
C 4.26438 4.97177 -1.79099
C 4.14527 6.08882 -0.74162
C 4.41330 2.14255 -0.20794
H 4.28464 5.26258 -2.84128
H 5.20258 4.44007 -1.63236
H 4.26594 5.77596 0.29552
H 3.08281 6.33171 -0.72418
H 4.86095 6.90253 -0.85901
H 4.90306 1.16897 -0.22746
H 3.78932 2.26479 0.67739
H 5.15177 2.94220 -0.15029
O 1.68342 -2.77890 -3.73248
S 2.04971 -2.41708 -2.35009
O 1.80614 -1.03919 -1.86652
O 1.40974 -3.51939 -1.28464
C 1.10640 -4.81360 -1.75112
C 0.78252 -5.76284 -0.51084
C 3.87872 -2.87691 -2.15171
H 2.00196 -5.21964 -2.22145
H 0.33776 -4.86029 -2.52255
H 0.52147 -6.78161 -0.79732
H -0.05423 -5.35067 0.05313
H 1.60927 -5.83418 0.19589
H 4.09587 -3.70756 -2.82325
H 4.00735 -3.14708 -1.10359
H 4.52841 -2.02782 -2.36399
O 3.86563 4.17450 2.75286
S 2.39972 4.18025 2.43407
O 1.90116 3.65159 1.16968
O 1.49727 3.55079 3.72624
C 2.01551 3.71623 5.05383
C 1.55777 2.53741 5.76133
C 1.88282 5.96635 2.47216
H 1.62518 4.66627 5.41875
H 3.10161 3.74472 5.14140
H 0.47250 2.52017 5.86132
H 1.85227 2.78367 6.78149
H 1.94634 1.60786 5.34532
H 2.64428 6.47306 1.87926
H 1.94946 6.21096 3.53227
H 0.87429 5.92305 2.06094
O -0.88179 4.68708 0.67498
S -0.85282 4.05335 -0.59810
O -0.21310 2.76500 -0.73459
O -2.50722 3.83782 -0.98667
C -2.82475 2.87076 -1.95861
C -4.42813 2.74101 -2.00579
C -0.28862 5.25020 -1.85197
H -2.59359 1.89627 -1.52846
H -2.43630 3.04496 -2.96203
H -4.44947 1.92551 -2.72869
H -4.92152 3.61960 -2.42142
H -4.91044 2.35614 -1.10726
H -0.79937 6.21156 -1.90694
H -0.25220 4.63992 -2.75438
H 0.76122 5.45122 -1.63858
O 7.27374 -2.25918 3.78460
S 6.84098 -1.76894 2.49159
O 6.12462 -2.68479 1.53020
O 5.94188 -0.34342 2.68845
C 6.17753 0.45649 3.83543
C 5.19533 1.59801 3.88638
C 8.23678 -0.93420 1.67379
H 7.17885 0.88713 3.83403
H 6.07498 -0.09236 4.77157
H 5.44114 2.29829 4.68468
H 4.13528 1.34451 3.87471
H 5.37604 2.27697 3.05305
H 8.36715 0.04026 2.14444
H 7.97542 -0.78075 0.62677
H 9.14381 -1.53193 1.76392
*
```

Its energy above the lowest of the compared OMol25 structures with the same formula, charge and spin is 0.00 kJ/mol. As for the total energy: -9267.1457 a.u. The lowest unoccupied orbital energy comes out at -3.16 eV.